C21H26AlN4O3 | ωB97M-V/def2-TZVPD

Geometry (Å):
Al: -0.1942 -0.1852 -1.0521
O: 1.5066 -0.4242 -1.3683
C: 2.3203 -1.4258 -1.5887
C: 3.7075 -1.2721 -1.4521
C: 4.5533 -2.3348 -1.6793
C: 4.0568 -3.5820 -2.0772
C: 2.7056 -3.7473 -2.2390
C: 1.8166 -2.6860 -1.9877
C: 0.4137 -2.8938 -2.1172
N: -0.5141 -2.0559 -1.7895
C: -1.9018 -2.4546 -1.9996
C: -2.7341 -1.7378 -0.9428
N: -2.2230 -0.3820 -0.9160
C: -3.0208 0.6238 -0.8599
C: -2.6118 1.9896 -0.9981
C: -3.5316 3.0194 -0.7293
C: -3.1913 4.3352 -0.9155
C: -1.9288 4.6473 -1.4316
C: -1.0236 3.6568 -1.7427
C: -1.3271 2.3107 -1.5011
O: -0.4310 1.3791 -1.7612
H: 4.0930 -0.3006 -1.1711
H: 5.6205 -2.2014 -1.5585
H: 4.7351 -4.4038 -2.2593
H: 2.3125 -4.7043 -2.5632
H: 0.1117 -3.8624 -2.5229
H: -2.0281 -3.5366 -1.9348
H: -2.2268 -2.1252 -2.9904
H: -2.5683 -2.2153 0.0283
H: -3.7986 -1.7803 -1.1782
H: -4.0938 0.4494 -0.7421
H: -4.5185 2.7516 -0.3686
H: -3.8955 5.1216 -0.6820
H: -1.6595 5.6833 -1.5918
H: -0.0549 3.8889 -2.1662
C: 1.7006 2.0516 0.8523
N: 1.3398 1.2352 2.0172
C: 2.2486 1.3582 3.1547
C: 0.3334 0.3539 1.8977
O: -0.1036 0.0878 0.7296
N: -0.2809 -0.2370 2.9399
C: -1.4157 -1.1264 2.7013
C: -0.0460 -0.0764 4.3696
H: 2.1301 2.9813 1.2167
H: 0.8238 2.2867 0.2562
H: 2.4132 1.5393 0.2092
H: 3.1622 1.8246 2.7980
H: 2.5201 0.3811 3.5497
H: 1.8410 1.9894 3.9454
H: -1.6479 -1.1739 1.6478
H: -2.2864 -0.7420 3.2353
H: -1.1940 -2.1279 3.0751
H: 0.7693 0.5864 4.6092
H: 0.1652 -1.0544 4.8049
H: -0.9489 0.3169 4.8401

Forces on atoms 1 to 3 (eV/Å):
-0.69 -0.83 -0.08
0.72 0.28 0.09
-0.19 -0.17 -0.10

Properties
- orbital gap (hartree) = 0.2992
- HOMO energy (eV) = -10.94
- spin multiplicity = 1
- E_LUMO (eV) = -2.80
- charge = +1
- DFT total energy (eV) = -40899.739

natural (NBO) population analysis, charges in e, atoms 1 to 2: Al 2.004; O -0.875